Record 1
105
Properties=species:S:1:pos:R:3:lowdin_charge:R:1 method="wB97M-V/def2-TZVPD" max_force_ev_per_a=1.6 de_lowest_ev=0.000 charge=-1 homo_lumo_gap_ev=7.246
In 0.44 0.47 -0.83 0.641
C -0.47 2.60 1.98 -0.257
P -2.21 2.36 1.31 1.135
C -2.51 3.93 0.41 -0.382
C -3.60 3.92 -0.47 -0.148
C -3.89 5.03 -1.24 -0.124
C -3.10 6.17 -1.15 -0.099
C -2.03 6.19 -0.28 -0.081
C -1.73 5.08 0.50 -0.075
C -3.19 2.73 2.82 -0.349
C -2.83 2.09 4.00 -0.113
C -3.62 2.21 5.13 -0.095
C -4.79 2.95 5.09 -0.109
C -5.14 3.61 3.92 -0.096
C -4.35 3.50 2.79 -0.086
C 0.12 1.27 2.31 -0.398
C 0.51 0.74 3.52 -0.073
C 0.92 -0.59 3.28 -0.061
C 0.77 -0.80 1.93 -0.449
C 0.95 -2.05 1.12 -0.279
P -0.62 -2.13 0.13 1.085
C -1.76 -2.32 1.56 -0.354
C -2.57 -1.24 1.89 -0.080
C -3.36 -1.30 3.03 -0.070
C -3.34 -2.43 3.83 -0.089
C -2.56 -3.52 3.47 -0.090
C -1.76 -3.47 2.34 -0.091
C -0.67 -3.81 -0.56 -0.374
C -1.92 -4.32 -0.91 -0.101
C -2.03 -5.51 -1.60 -0.089
C -0.89 -6.20 -1.99 -0.100
C 0.36 -5.69 -1.66 -0.086
C 0.46 -4.51 -0.94 -0.090
N 0.27 0.32 1.34 -0.039
H 0.09 3.06 1.17 0.052
H -0.47 3.25 2.86 0.100
H -4.19 3.03 -0.55 0.104
H -4.72 5.00 -1.93 0.102
H -3.32 7.03 -1.76 0.098
H -1.42 7.08 -0.20 0.101
H -0.88 5.11 1.16 0.103
H -1.94 1.49 4.03 0.083
H -3.33 1.71 6.04 0.099
H -5.43 3.03 5.96 0.092
H -6.05 4.20 3.88 0.098
H -4.63 4.01 1.88 0.092
H 0.51 1.25 4.47 0.094
H 1.27 -1.30 4.00 0.091
H 1.80 -1.96 0.43 0.038
H 1.09 -2.92 1.77 0.099
H -2.56 -0.37 1.26 0.059
H -3.97 -0.46 3.30 0.097
H -3.95 -2.48 4.72 0.097
H -2.56 -4.41 4.09 0.096
H -1.15 -4.31 2.06 0.106
H -2.81 -3.77 -0.63 0.111
H -3.00 -5.90 -1.86 0.101
H -0.96 -7.12 -2.54 0.097
H 1.25 -6.22 -1.96 0.103
H 1.44 -4.13 -0.68 0.077
O 5.05 4.42 -0.11 0.111
C 5.59 3.23 0.00 -0.522
O 6.78 3.04 -0.08 0.070
C 4.67 2.09 0.26 -0.045
C 5.09 0.83 0.65 -0.012
N 4.00 0.06 0.71 0.049
N 2.90 0.71 0.35 0.073
C 3.27 1.95 0.08 -0.124
C 2.25 2.99 -0.31 -0.552
O 2.53 4.18 -0.11 0.056
O 1.17 2.60 -0.83 -0.096
H 4.03 4.41 -0.05 0.063
H 6.07 0.48 0.87 0.134
H 3.93 -0.91 0.99 0.157
C 6.26 -2.11 -1.31 -0.097
C 6.12 -0.89 -1.95 -0.089
C 4.86 -0.44 -2.32 -0.116
C 3.72 -1.20 -2.08 -0.341
C 3.88 -2.42 -1.43 -0.133
C 5.13 -2.87 -1.05 -0.093
Si 2.01 -0.56 -2.63 0.670
C 1.13 -1.98 -3.53 -0.328
C 1.85 -2.93 -4.26 -0.109
C 1.20 -3.94 -4.95 -0.097
C -0.18 -4.02 -4.92 -0.097
C -0.91 -3.09 -4.20 -0.080
C -0.26 -2.08 -3.51 -0.125
H 7.24 -2.47 -1.04 0.099
H 6.99 -0.28 -2.15 0.108
H 4.76 0.52 -2.81 0.102
H 3.01 -3.03 -1.25 0.071
H 5.23 -3.83 -0.55 0.100
H 2.36 0.47 -3.63 -0.024
H 2.92 -2.86 -4.28 0.098
H 1.78 -4.66 -5.51 0.097
H -0.68 -4.80 -5.47 0.099
H -1.99 -3.15 -4.17 0.107
H -0.84 -1.36 -2.94 0.072
Cl -0.17 1.88 -3.54 0.660
C -1.53 2.60 -2.68 -1.002
Cl -2.50 3.57 -3.76 0.662
C -2.36 1.42 -2.06 -0.791
O -3.53 1.31 -2.34 0.025
O -1.69 0.68 -1.28 -0.189
H -1.11 3.24 -1.90 0.054


Record 2
11
Properties=species:S:1:pos:R:3:lowdin_charge:R:1 method="wB97M-V/def2-TZVPD" smiles=CCC#CC#N max_force_ev_per_a=1.4 de_lowest_ev=2.033 charge=0 homo_lumo_gap_ev=11.058
C 1.23 -0.14 1.30 -0.103
C 0.36 -0.85 0.25 -0.243
C -0.31 0.06 -0.70 -0.002
C -0.99 0.77 -1.40 -0.020
C -2.05 1.35 -2.08 -0.242
N -3.04 1.72 -2.57 0.146
H 0.64 0.61 1.82 0.078
H 2.09 0.34 0.84 0.077
H 1.60 -0.84 2.05 0.074
H -0.45 -1.39 0.76 0.119
H 0.93 -1.63 -0.27 0.116


Record 3
68
Properties=species:S:1:pos:R:3:lowdin_charge:R:1 method="wB97M-V/def2-TZVPD" smiles="C=CCOC[C@@H](C(=O)N1CC2(CCCN(C(=O)[C@H](C)C(C)C)C2)C1)C(C)(C)C" max_force_ev_per_a=0.1 de_lowest_ev=1.725 charge=0 homo_lumo_gap_ev=9.678
C 3.15 3.29 1.07 0.025
C 2.48 2.21 0.70 -0.169
C 2.73 1.47 -0.58 -0.209
O 1.53 1.11 -1.25 -0.146
C 0.73 2.24 -1.60 -0.162
C -0.58 1.70 -2.14 -0.171
C -1.21 0.87 -1.03 -0.435
O -1.51 1.34 0.05 0.073
N -1.42 -0.44 -1.32 0.018
C -0.61 -1.34 -2.16 -0.044
C -0.61 -2.36 -1.00 -0.372
C -1.04 -3.78 -1.29 -0.137
C -1.05 -4.61 -0.01 -0.151
C 0.30 -4.52 0.70 -0.135
N 0.65 -3.13 0.95 -0.025
C 0.58 -2.64 2.23 -0.423
O 0.31 -3.38 3.16 0.064
C 0.98 -1.18 2.47 -0.272
C 2.51 -1.17 2.57 -0.034
C 0.28 -0.65 3.73 -0.390
C -1.23 -0.61 3.52 -0.061
C 0.77 0.75 4.10 -0.068
C 0.73 -2.34 -0.27 -0.089
C -1.64 -1.46 -0.28 -0.029
C -1.54 2.80 -2.68 -0.553
C -2.90 2.14 -2.98 -0.044
C -0.97 3.35 -3.99 -0.052
C -1.74 3.95 -1.69 -0.041
H 2.96 3.77 2.03 0.058
H 3.92 3.73 0.44 0.062
H 1.71 1.80 1.34 0.089
H 3.38 2.06 -1.24 0.125
H 3.23 0.52 -0.37 0.123
H 0.55 2.86 -0.72 0.121
H 1.26 2.85 -2.35 0.134
H -0.35 1.05 -2.99 0.139
H -1.16 -1.68 -3.05 0.126
H 0.36 -0.94 -2.44 0.118
H -2.02 -3.78 -1.76 0.121
H -0.34 -4.23 -2.01 0.125
H -1.82 -4.24 0.67 0.121
H -1.28 -5.66 -0.23 0.114
H 0.29 -5.04 1.65 0.118
H 1.08 -4.96 0.07 0.128
H 0.67 -0.55 1.64 0.117
H 2.96 -1.63 1.69 0.080
H 2.90 -0.16 2.66 0.063
H 2.83 -1.75 3.44 0.097
H 0.50 -1.33 4.55 0.138
H -1.49 0.10 2.73 0.074
H -1.63 -1.59 3.27 0.076
H -1.74 -0.27 4.43 0.081
H 0.60 1.45 3.27 0.074
H 0.22 1.13 4.96 0.080
H 1.83 0.77 4.35 0.072
H 1.50 -2.79 -0.92 0.143
H 1.04 -1.32 -0.06 0.113
H -1.40 -1.11 0.72 0.101
H -2.66 -1.84 -0.30 0.133
H -3.38 1.79 -2.06 0.089
H -3.56 2.86 -3.45 0.087
H -2.78 1.29 -3.65 0.089
H -0.03 3.87 -3.84 0.077
H -0.81 2.55 -4.72 0.088
H -1.67 4.07 -4.42 0.086
H -0.82 4.50 -1.53 0.085
H -2.48 4.65 -2.10 0.087
H -2.10 3.59 -0.73 0.082


Record 4
8
Properties=species:S:1:pos:R:3:lowdin_charge:R:1 method="wB97M-V/def2-TZVPD" smiles="F[P@@](P)(=S)S" max_force_ev_per_a=3.1 de_lowest_ev=0.405 charge=0 homo_lumo_gap_ev=9.124
F 0.20 -1.84 0.88 -0.415
P -0.42 1.09 1.47 0.577
P 0.07 -0.42 -0.12 -0.228
S 1.66 -0.25 -1.23 0.129
S -1.67 -0.78 -1.26 0.429
H -0.02 1.99 0.53 -0.193
H 1.02 1.30 1.93 -0.070
H -0.84 -1.10 -2.20 -0.229


Record 5
9
Properties=species:S:1:pos:R:3:lowdin_charge:R:1 method="wB97M-V/def2-TZVPD" max_force_ev_per_a=6.0 de_lowest_ev=4.502 charge=0 homo_lumo_gap_ev=8.881
C -0.92 0.34 0.62 -0.780
C 0.77 -1.12 -0.95 0.011
N -0.49 0.92 1.55 0.085
O 1.97 -0.52 -0.93 -0.047
Cl -2.41 0.52 -0.27 0.579
H 0.37 -1.06 -2.03 0.049
H -0.42 -0.50 0.19 -0.066
H -1.00 1.75 1.80 0.060
H 2.13 -0.33 0.02 0.110


Record 6
14
Properties=species:S:1:pos:R:3:lowdin_charge:R:1 method="wB97M-V/def2-TZVPD" max_force_ev_per_a=4.5 de_lowest_ev=4.152 charge=0 homo_lumo_gap_ev=9.633
C -0.33 -0.53 -0.07 -0.479
C 0.71 1.11 1.10 -0.221
H 0.87 -2.62 -0.53 0.064
H 1.57 -1.71 -1.90 0.106
H -1.22 -1.63 -1.63 0.139
H -1.55 -0.19 1.51 0.059
H 1.33 0.70 1.84 0.122
H -0.94 3.60 0.45 0.104
N 0.77 -2.23 -1.45 -0.002
N -0.28 -1.30 -1.30 -0.093
N -1.48 -0.45 0.52 0.140
N 0.30 2.29 1.22 0.050
O 0.77 0.21 0.06 0.055
O -0.52 2.76 0.18 -0.042